Entry 1:
The following is a DFT calculation (ωB97M-V/def2-TZVPD) of a structure of composition C23H42Cl3FeN4O3SSi at a distorted geometry.

Properties
- 2S+1: 6
- HOMO-LUMO gap (alpha / beta): 0.2932 / 0.2723 Ha
- Lowest unoccupied orbital energy (alpha / beta): 0.16 / -0.31 eV
- ΔE to the lowest compared entry with this formula, charge and spin: 0.0 kcal per mole
- Total energy: -127308.01604 eV

Positions of all 78 atoms, in Å:
C  -1.5639  -2.0256  -2.9610
C  -1.0125  -2.9676  -1.9351
H  -1.2262  -2.3083  -3.9657
H  -1.2296  -0.9965  -2.7453
H  -2.6732  -2.0230  -2.9734
C  -0.4960  -4.1797  -2.1986
C  -0.3256  -4.7617  -3.5625
H  -0.2229  -4.8411  -1.3728
H  -0.3856  -4.0014  -4.3448
H  -1.0825  -5.5242  -3.7800
H  0.6471  -5.2592  -3.6537
Fe  -0.0373  0.3473  0.3129
Cl  -2.2690  0.2255  1.0833
Cl  -0.2042  1.4279  -1.5900
H  0.9406  4.5456  3.9138
H  -1.2554  5.4615  3.1368
C  1.1582  4.1453  2.9144
C  -0.9751  5.1434  2.1238
N  -0.0980  3.9779  2.1894
H  1.6517  3.1778  2.9905
C  -0.3794  2.8494  1.5583
O  0.3885  1.8406  1.6022
H  -1.8806  4.8876  1.5664
H  -1.3202  2.8052  0.9949
H  1.8113  4.8526  2.3839
H  -0.4754  5.9838  1.6233
H  1.3976  -1.5335  -2.6713
H  2.3552  -3.4847  -1.2078
C  2.3296  -0.9914  -2.4541
C  3.2403  -2.8387  -1.0975
N  2.8641  -1.4367  -1.1741
H  2.1355  0.0816  -2.4507
C  2.8345  -0.6794  -0.0622
O  2.3654  0.4691  0.0123
H  3.7095  -3.0230  -0.1257
H  3.2506  -1.2092  0.8172
H  3.0638  -1.2524  -3.2232
H  3.9454  -3.0668  -1.9102
O  0.0113  -1.5008  -0.3903
C  -1.0287  -2.3905  -0.5147
C  0.1476  -4.1240  0.9176
C  -1.0126  -3.4185  0.6151
H  1.0616  -3.9239  0.3514
C  0.1429  -5.0693  1.9460
H  -1.9806  -1.8346  -0.4350
C  -2.1731  -3.6291  1.3479
H  1.0722  -5.5886  2.1842
C  -1.0512  -5.3592  2.6198
C  -2.2048  -4.6238  2.3238
H  -3.0297  -3.0046  1.1260
H  -1.0627  -6.1544  3.3739
H  -3.1388  -4.8502  2.8342
Si  -0.4624  3.9549  -3.8378
Cl  -0.8442  2.0457  -4.5937
C  1.3667  4.1437  -3.4823
C  -1.5510  4.3566  -2.3754
C  -0.9425  5.0269  -5.3164
H  1.7460  3.3318  -2.8470
H  1.5604  5.1056  -2.9848
H  1.9218  4.1441  -4.4303
H  -0.2182  4.8572  -6.1209
H  -0.9649  6.1031  -5.1035
H  -1.9310  4.7241  -5.6840
H  -1.3507  3.7085  -1.5146
H  -2.6106  4.2501  -2.6481
H  -1.3926  5.4033  -2.0834
S  0.7468  -1.3387  2.2017
C  0.2628  -0.5736  3.6157
N  1.0131  -0.4624  4.7353
C  0.3565  0.2790  5.7962
C  -1.0244  0.5739  5.1984
N  -0.9372  -0.0045  3.8727
H  1.9917  -0.7305  4.7575
H  0.9157  1.2005  6.0208
H  0.2853  -0.3159  6.7082
H  -1.2126  1.6498  5.1437
H  -1.8184  0.1036  5.7921
H  -1.6359  0.1167  3.1167


Entry 2:
The following is a DFT calculation (ωB97M-V/def2-TZVPD) of a structure of composition C23H42Cl3IrN2O4Si at a distorted geometry.

Properties
- 2S+1: 5
- HOMO-LUMO gap (alpha / beta): 0.2033 / 0.2536 Ha
- Lowest unoccupied orbital energy (alpha / beta): 0.19 / -0.47 eV
- ΔE to the lowest compared entry with this formula, charge and spin: 0.0 kcal per mole
- Total energy: -83985.05343 eV

Positions of all 76 atoms, in Å:
C  2.1376  -1.5782  -2.8478
C  1.9810  -0.0983  -2.9825
H  1.8721  -2.1108  -3.7638
H  1.4789  -1.9420  -2.0391
H  3.1722  -1.8299  -2.5646
C  1.8986  0.5776  -4.1434
C  1.9711  -0.0477  -5.4897
H  1.7581  1.6632  -4.1265
H  1.7634  -1.1285  -5.4790
H  2.9686  0.1016  -5.9336
H  1.2498  0.4256  -6.1674
Ir  -0.1760  0.2222  0.6892
Cl  1.9624  -0.1352  1.5338
Cl  -0.8842  -1.8684  0.6841
H  -2.1860  0.8337  5.8542
H  -0.4396  -0.9196  6.5661
C  -2.3948  0.2167  4.9744
C  -0.7136  -1.4811  5.6663
N  -1.2124  -0.5709  4.6360
H  -2.6584  0.8461  4.1155
C  -0.6181  -0.4541  3.4596
O  -1.0416  0.3818  2.5971
H  0.1618  -2.0179  5.2968
H  0.2571  -1.0906  3.2603
H  -3.2206  -0.4584  5.2193
H  -1.4876  -2.2059  5.9386
H  -1.1102  -0.9553  -2.8231
H  -1.1876  1.7593  -3.8962
C  -2.1398  -0.6706  -2.5784
C  -2.2134  1.6082  -3.5255
N  -2.2237  0.7682  -2.3336
H  -2.4716  -1.2305  -1.6895
C  -2.2142  1.3169  -1.1194
O  -2.0400  0.6514  -0.0474
H  -2.6499  2.5794  -3.2766
H  -2.4120  2.4059  -1.0746
H  -2.7756  -0.9075  -3.4268
H  -2.7988  1.1170  -4.3070
O  0.5415  0.0507  -1.2321
C  1.7753  0.5847  -1.6338
C  0.9635  3.0190  -2.0180
C  1.9586  2.1234  -1.6403
H  -0.0609  2.6520  -2.2056
C  1.2515  4.3872  -2.1947
H  2.5312  0.1956  -0.9366
C  3.2531  2.6120  -1.4421
H  0.4583  5.0932  -2.4783
C  2.5611  4.8611  -2.0177
C  3.5669  3.9594  -1.6465
H  4.0425  1.9094  -1.1469
H  2.8034  5.9270  -2.1721
H  4.5977  4.3046  -1.5169
Si  -0.7764  -4.8244  0.9551
Cl  0.2920  -4.0669  -0.7503
C  -2.6428  -4.4526  0.9521
C  0.1008  -4.2989  2.5589
C  -0.7238  -6.7334  1.0203
H  -2.8792  -3.4249  0.6268
H  -3.0664  -4.5937  1.9643
H  -3.1688  -5.1647  0.2901
H  -1.3708  -7.2008  0.2655
H  -1.0643  -7.1119  2.0004
H  0.2984  -7.1175  0.8699
H  0.2519  -3.2138  2.5998
H  1.0902  -4.7918  2.6088
H  -0.4679  -4.6195  3.4434
C  -0.4531  4.5020  1.4089
C  0.1710  3.1644  1.6220
C  1.0164  2.9513  2.8122
O  -0.0372  2.2994  0.7357
H  -0.0774  5.1910  2.1630
H  -1.5431  4.4104  1.5022
H  -0.2183  4.8795  0.4121
H  0.3782  2.7164  3.6688
H  1.7516  2.1565  2.6531
H  1.5324  3.8916  3.0424


Entry 3:
The following is a DFT calculation (ωB97M-V/def2-TZVPD) of a cluster of 3 separate species, C23H42ClN5O in total at a distorted geometry.

Properties
- Structure (SMILES): C[C@H](O)Cc1cc(Cl)c2nc(N)cnc2c1.CCN(CC)CC.CCN(CC)CC
- HOMO-LUMO gap: 0.2430 Ha
- Lowest unoccupied orbital energy: -1.38 eV
- ΔE to the lowest compared entry with this formula, charge and spin: 280.5 kcal per mole
- Total energy: -46540.13054 eV

Positions of all 72 atoms, in Å:
C  -4.4289  1.3351  -6.6019
C  -3.9794  2.4503  -5.4743
O  -4.2731  3.8565  -5.9058
C  -2.3644  2.3653  -5.1954
C  -1.9821  2.4155  -3.5904
C  -0.5111  3.0952  -3.1832
C  -0.1676  3.1830  -1.5818
Cl  1.4798  3.9817  -1.1151
C  -1.1523  2.6478  -0.3615
N  -0.6730  2.8453  1.0492
C  -1.6737  2.3153  2.0369
N  -1.3561  2.4385  3.5339
C  -3.0637  1.5794  1.6237
N  -3.5522  1.3687  0.2181
C  -2.5650  1.9452  -0.7566
C  -2.9361  1.8495  -2.3743
H  -3.4936  0.7696  -7.0243
H  -5.1119  0.5267  -6.0506
H  -5.1115  1.8333  -7.4123
H  -4.6546  2.2664  -4.5333
H  -4.6033  4.3613  -5.0844
H  -1.8375  1.4278  -5.6995
H  -1.8355  3.3127  -5.6880
H  0.1732  3.4617  -4.0615
H  -1.9906  3.2179  3.8653
H  -0.3454  2.7555  3.5415
H  -3.7658  1.1975  2.5041
H  -3.9814  1.3535  -2.6506
C  5.4273  2.2420  4.1816
C  4.3489  1.2471  3.7633
N  3.2064  1.8613  3.0830
C  2.0595  0.9590  2.9442
C  2.2374  -0.2817  2.0754
C  3.5125  2.6656  1.8974
C  4.2508  1.9839  0.7514
H  5.0103  3.0443  4.7977
H  6.1956  1.7306  4.7720
H  5.9280  2.6890  3.3167
H  3.9942  0.7626  4.6813
H  4.8093  0.4614  3.1533
H  1.1928  1.5245  2.5784
H  1.7683  0.6269  3.9494
H  2.2314  -0.0321  1.0122
H  1.4017  -0.9706  2.2431
H  3.1572  -0.8251  2.3049
H  4.1049  3.5326  2.2149
H  2.5862  3.1077  1.5060
H  5.0902  1.3739  1.0941
H  4.6589  2.7438  0.0751
H  3.5840  1.3584  0.1566
C  -1.9853  -2.6065  1.2651
C  -1.7665  -4.0503  0.8230
N  -0.8059  -4.1964  -0.2729
C  -0.8157  -5.5307  -0.8798
C  -0.3892  -6.7069  -0.0078
C  0.5241  -3.6234  -0.0512
C  1.3176  -4.1216  1.1511
H  -2.2777  -1.9729  0.4224
H  -2.7868  -2.5639  2.0108
H  -1.0892  -2.1813  1.7285
H  -2.7409  -4.4291  0.4909
H  -1.4798  -4.6484  1.6957
H  -0.1990  -5.5229  -1.7878
H  -1.8338  -5.7300  -1.2392
H  0.6929  -6.7280  0.1375
H  -0.6603  -7.6473  -0.5011
H  -0.8764  -6.7012  0.9703
H  0.4178  -2.5353  0.0395
H  1.1345  -3.7548  -0.9549
H  0.7124  -4.1853  2.0587
H  2.1404  -3.4283  1.3597
H  1.7677  -5.0969  0.9619